{"formula": "C16H30BCl4F4O6S2", "method": "the ωB97M-V functional and the def2-TZVPD basis", "symbols": ["B", "F", "F", "F", "F", "C", "C", "C", "S", "O", "O", "C", "H", "H", "H", "H", "H", "H", "H", "H", "C", "C", "C", "S", "O", "O", "C", "H", "H", "H", "H", "H", "H", "H", "H", "O", "C", "O", "C", "C", "C", "H", "H", "H", "H", "H", "H", "Cl", "C", "C", "Cl", "H", "H", "H", "H", "Cl", "C", "C", "Cl", "H", "H", "H", "H"], "xyz": [[-0.1563, -0.2144, 1.0841], [-1.2643, -0.9976, 0.6280], [0.7719, -1.0660, 1.7943], [0.5234, 0.3959, -0.0356], [-0.6454, 0.8231, 1.9600], [4.4611, 1.5637, -1.3268], [5.6399, 2.4780, -0.8762], [5.0393, 3.6593, -0.1589], [3.6212, 3.0576, 0.7495], [2.6006, 4.0479, 0.6185], [4.0143, 2.5574, 2.0415], [3.3108, 1.6372, -0.3378], [4.8428, 0.5392, -1.3044], [4.1363, 1.7393, -2.3501], [6.1960, 2.7844, -1.7606], [6.2655, 1.9121, -0.1824], [4.5909, 4.3595, -0.8867], [5.7170, 4.3556, 0.3392], [2.3437, 1.7765, -0.7999], [3.2817, 0.7685, 0.3081], [-3.3307, 1.8217, -1.4038], [-3.7860, 2.9504, -2.3073], [-3.7073, 4.1768, -1.4576], [-2.2288, 3.9901, -0.4659], [-2.6030, 4.1746, 0.9069], [-1.1604, 4.7267, -1.0532], [-2.0217, 2.2553, -0.8573], [-3.2456, 0.8453, -1.8710], [-4.0446, 1.6964, -0.5799], [-4.8240, 2.8165, -2.6112], [-3.1404, 2.9182, -3.1834], [-4.5345, 4.1860, -0.7479], [-3.6995, 5.1528, -1.9374], [-1.4900, 1.7516, -0.0573], [-1.2995, 2.3164, -1.6800], [-2.4415, -1.6667, -4.0763], [-1.5398, -2.3034, -3.6681], [-1.6783, -3.6442, -3.4197], [-0.5591, -4.1913, -2.6633], [0.5489, -3.1088, -2.6924], [-0.1508, -1.8303, -3.2470], [-0.2820, -5.1038, -3.1899], [-0.7406, -4.4025, -1.6033], [1.4059, -3.3965, -3.3181], [1.0399, -2.8881, -1.7412], [0.4762, -1.2933, -3.9472], [-0.4284, -1.1315, -2.4454], [-0.5511, -6.3044, 3.5349], [-0.5906, -5.1279, 2.1328], [0.6399, -4.2072, 2.1667], [1.7474, -4.6685, 0.8212], [-1.4992, -4.5730, 2.3311], [-0.6884, -5.6803, 1.2111], [1.1785, -4.1493, 3.0907], [0.2833, -3.2252, 1.8431], [-3.1419, -2.4691, 3.5781], [-1.9416, -1.2379, 4.0668], [-2.1340, -0.9522, 5.5231], [-0.6344, -0.4908, 6.3862], [-2.1212, -0.3002, 3.5577], [-0.9629, -1.6193, 3.8141], [-2.5067, -1.8005, 6.0966], [-2.9019, -0.1902, 5.6600]], "atomic_forces_ev_per_a": [[0.150, 0.269, 0.366], [0.817, 0.448, 0.176], [-0.827, 0.680, -0.597], [-0.620, -0.610, 0.770], [0.458, -1.009, -0.843], [0.732, -0.689, 0.188], [-0.480, -0.372, -0.053], [-0.100, 1.354, -1.201], [0.404, -0.482, -0.167], [-0.575, 0.375, 0.215], [0.127, 0.111, 0.056], [0.052, 0.447, 0.284], [-0.077, 0.035, -0.251], [0.008, 0.372, 0.028], [0.293, -0.011, 0.197], [0.175, 0.073, -0.190], [-0.175, -0.512, -0.015], [-0.003, -0.676, 0.763], [-0.201, 0.020, 0.053], [-0.183, -0.033, 0.164], [-0.873, -0.981, 0.925], [-0.590, -0.795, -0.527], [-0.132, 0.967, 0.384], [-0.787, -0.955, 0.156], [0.068, 0.240, 0.469], [0.885, 0.865, -0.322], [1.750, 0.841, -0.357], [-0.039, -0.001, -0.324], [-0.022, -0.006, -0.054], [0.058, -0.152, -0.296], [-0.019, 0.524, -0.159], [-0.004, -0.088, 0.056], [0.206, -0.083, -0.252], [-0.522, -0.205, 0.318], [0.010, -0.148, 0.010], [-1.169, 0.932, -0.785], [1.647, -1.155, 0.346], [0.357, -0.046, 0.917], [0.749, 0.813, -0.368], [0.527, 0.735, -0.578], [-0.341, -0.851, 1.252], [0.078, 0.005, 0.204], [-0.881, -0.026, -0.377], [-0.466, -0.021, -0.246], [-0.574, -0.273, 0.214], [-0.444, 0.036, -0.476], [0.511, -0.041, 0.077], [0.077, 0.025, -0.539], [0.364, 0.068, 1.475], [-1.342, 0.162, -1.784], [0.316, -0.149, 0.232], [-0.020, 0.248, -0.133], [0.127, -0.172, -0.081], [0.150, -0.166, 0.360], [0.289, 0.064, 0.416], [-0.134, 0.066, -0.204], [0.084, 0.282, 0.022], [-0.582, -0.460, 1.355], [-0.048, 0.266, -0.257], [0.074, -0.212, -0.709], [0.170, -0.002, -0.005], [0.163, -0.219, -0.323], [0.351, 0.276, 0.021]], "max_force_ev_per_a": 2.24, "lumo_ev": 2.408, "total_charge": -1, "mol_weight_g_mol": 611.16, "de_lowest_kcal_mol": 0.00}